ORCA calculation (ωB97M-V/def2-TZVPD) on a cluster of 2 separate species, C3H8NS2 in total.

```
14
C3H8NS2 (ωB97M-V/def2-TZVPD)
C -1.463 -0.013 -3.055
C -1.157 -0.021 -1.838
C -1.282 1.450 0.197
N -1.024 0.131 -0.614
S 1.618 -1.156 1.165
S 0.062 1.795 1.349
H -2.429 -0.556 -3.420
H -0.848 0.239 -4.003
H -2.071 1.125 0.894
H -1.490 2.152 -0.554
H 2.027 -0.533 2.316
H -0.348 -0.359 -0.012
H 1.733 0.041 0.491
H -0.689 1.914 2.432
```

E_LUMO   -4.52 eV
Net charge   +1



ORCA calculation (ωB97M-V/def2-TZVPD) on a structure of composition C15H15N2O8ReS2.

```
43
C15H15N2O8ReS2 (ωB97M-V/def2-TZVPD)
Re -2.663 0.475 0.262
O 2.233 3.541 -0.255
C 2.262 2.477 -1.041
O 3.270 2.049 -1.530
C 0.987 1.711 -1.216
C 0.880 0.593 -2.027
N -0.337 0.067 -1.845
N -1.043 0.796 -0.966
C -0.257 1.806 -0.597
C -0.868 2.706 0.418
O -0.319 3.699 0.811
O -2.025 2.242 0.875
H 1.341 3.747 0.100
H 1.598 0.175 -2.715
H -0.774 -0.698 -2.337
O -7.902 -0.450 -1.864
S -7.384 0.466 -2.817
O -7.561 1.861 -2.632
O -6.659 -0.016 -3.938
S -4.510 0.508 -0.661
C 4.162 0.147 1.360
C 2.819 -0.499 1.218
C 2.628 -1.576 0.355
C 1.389 -2.173 0.195
C 1.240 -3.336 -0.753
C 0.288 -1.626 0.895
C -1.011 -2.122 0.540
O -2.045 -1.420 0.491
C 0.471 -0.583 1.836
C -0.622 -0.137 2.776
C 1.735 -0.043 1.971
H 4.928 -0.395 0.811
H 4.454 0.199 2.410
H 4.132 1.170 0.978
H 3.474 -1.961 -0.202
H 2.209 -3.612 -1.161
H 0.581 -3.110 -1.594
H 0.835 -4.215 -0.248
H -1.142 -3.167 0.257
H -1.359 -0.920 2.948
H -1.146 0.765 2.445
H -0.187 0.121 3.740
H 1.896 0.740 2.705
```

Multiplicity   2
E_LUMO (spin up / spin down)   -4.88 / -5.21 eV
Net charge   +1
⟨S²⟩   0.76



ORCA calculation (ωB97M-V/def2-TZVPD) on a structure of composition CH3ClFP.

```
7
CH3ClFP (ωB97M-V/def2-TZVPD)
C -0.586 -0.431 0.538
F -0.984 -1.489 -0.197
P 1.607 -0.023 -0.175
Cl -1.498 1.009 -0.181
H -0.670 -0.439 1.556
H 1.222 1.313 -0.047
H 0.910 0.060 -1.494
```

E_LUMO   0.04 eV



ORCA calculation (ωB97M-V/def2-TZVPD) on an isolated molecule of C5H11IOS.

```
19
C5H11IOS (ωB97M-V/def2-TZVPD)
C 0.515 0.919 -1.569
C 0.614 2.372 0.634
C -1.270 -2.639 0.283
C 0.754 0.941 0.014
C -0.074 -0.097 0.649
O 1.441 -2.318 0.600
S 0.301 -1.754 -0.186
I -2.365 0.219 0.366
H 1.523 1.127 -2.090
H 0.126 -0.143 -1.719
H -0.252 1.678 -1.739
H -0.436 2.578 0.365
H 0.706 2.237 1.610
H 1.229 3.110 0.107
H -0.906 -3.717 0.119
H -2.082 -2.364 -0.503
H -1.796 -2.430 1.201
H 1.768 0.553 0.171
H 0.205 -0.274 1.687
```

E_LUMO   -0.28 eV



In eV Å⁻¹, the strongest force on any atom values for the records above are, in order, 5.3; 0.4; 6.5; 5.9.
In a.u., the calculated total energy values for the records above are, in order, -969.867195; -2166.436488; -941.226180; -968.138657.
In kJ/mol, the energy above the lowest of the compared OMol25 structures with the same formula, charge and spin values for the records above are, in order, 275.91; 117.42; 372.24; 84.30.